Entry 1:
Formula: C6H10N2
Source: the Open Molecules 2025 dataset
Level of theory: ωB97M-V with the def2-TZVPD basis set

Positions of all 18 atoms, in Å:
C  0.736  0.503  2.079
C  -0.201  -1.334  -0.673
C  -1.547  -1.004  -0.872
C  -1.882  0.238  -1.397
C  -0.847  1.072  -1.771
C  0.463  0.643  -1.582
H  1.837  -0.691  0.865
H  2.420  -0.624  2.359
H  0.548  0.604  3.152
H  1.183  1.437  1.775
H  -0.222  0.429  1.571
H  0.103  -2.259  -0.203
H  -2.312  -1.725  -0.580
H  -2.895  0.536  -1.548
H  -1.021  2.087  -2.145
H  1.263  1.324  -1.840
N  1.558  -0.700  1.843
N  0.817  -0.534  -1.035

## Properties
lowest unoccupied orbital energy = 0.951 eV
total charge = 0
HOMO-LUMO gap = 10.0 eV
electronic energy = -344.11733 Ha
structure (SMILES) = c1ccncc1.CN

---

Entry 2:
Formula: C6H10N2
Source: the Open Molecules 2025 dataset
Level of theory: ωB97M-V with the def2-TZVPD basis set

Positions of all 18 atoms, in Å:
C  1.271  0.552  0.527
C  -0.006  1.148  0.371
C  0.525  -1.516  -0.737
C  -2.162  -0.114  -0.105
C  1.528  -0.740  -0.035
C  -0.369  2.594  0.474
N  -1.003  0.305  -0.036
N  0.297  -2.715  -0.882
H  2.130  1.168  0.800
H  -2.590  -0.681  -0.988
H  -2.726  -0.144  0.831
H  2.389  -0.776  -0.805
H  2.066  -1.466  0.644
H  0.485  3.214  0.806
H  -1.232  2.772  1.303
H  -0.815  2.945  -0.454
H  0.664  -3.474  -0.199
H  -0.451  -3.072  -1.513

## Properties
lowest unoccupied orbital energy (alpha / beta) = -10.884 / -10.474 eV
total charge = +2
HOMO-LUMO gap (alpha / beta) = 8.2 / 7.8 eV
electronic energy = -343.28761 Ha

---

Entry 3:
Formula: C6H10N2O
Source: the Open Molecules 2025 dataset
Level of theory: ωB97M-V with the def2-TZVPD basis set

Positions of all 19 atoms, in Å:
C  -0.719  -1.241  0.618
C  -0.403  -0.980  2.090
O  -1.986  -1.842  0.427
C  -0.628  0.050  -0.151
N  -1.355  0.996  -0.297
H  -2.666  -1.206  0.681
H  0.001  -1.950  0.203
H  -0.420  -1.924  2.634
H  -1.143  -0.300  2.516
H  0.585  -0.531  2.195
C  1.092  0.165  -1.033
C  0.020  1.873  -2.310
C  1.942  0.691  -0.088
N  0.846  0.956  -2.278
H  1.281  -0.863  -1.329
H  -0.204  2.428  -3.215
H  -0.787  1.865  -1.274
H  1.875  1.734  0.184
H  2.666  0.080  0.427

## Properties
lowest unoccupied orbital energy (alpha / beta) = -0.417 / -0.420 eV
total charge = 0
HOMO-LUMO gap (alpha / beta) = 7.6 / 7.6 eV
electronic energy = -419.19794 Ha

---

Entry 4:
Formula: C6H10N2O
Source: the Open Molecules 2025 dataset
Level of theory: ωB97M-V with the def2-TZVPD basis set

Positions of all 19 atoms, in Å:
C  -0.959  0.510  0.243
C  -0.033  1.769  0.243
C  1.212  0.004  -0.838
C  2.523  -0.773  -0.373
C  1.211  -0.595  0.474
C  -0.212  -0.908  0.577
H  -2.863  -1.453  0.141
H  -3.767  -0.208  -0.737
H  0.808  1.945  1.218
H  -0.402  2.813  -0.040
H  0.538  -0.745  -1.595
H  2.896  -1.513  -0.938
H  3.018  -0.038  0.560
H  1.380  0.371  1.111
H  -0.662  -1.019  1.519
H  -0.790  -1.524  -0.139
N  -2.847  -0.606  -0.603
N  -2.235  0.636  -0.180
O  1.183  1.335  -0.645

## Properties
lowest unoccupied orbital energy = 0.922 eV
total charge = 0
HOMO-LUMO gap = 9.6 eV
electronic energy = -419.04616 Ha
structure (SMILES) = N/N=C1/CO[C@H]2C[C@@H]2C1

---

Entry 5:
Formula: C6H10N2O2
Source: the Open Molecules 2025 dataset
Level of theory: ωB97M-V with the def2-TZVPD basis set

Positions of all 20 atoms, in Å:
N  1.105  -3.521  -0.474
C  1.143  -2.392  -0.736
C  1.152  -0.926  -0.808
C  -0.253  -0.327  -0.812
N  -1.054  -0.530  0.415
C  -1.479  0.889  0.445
C  -0.418  1.179  -0.606
C  0.536  2.277  -0.693
O  -0.534  2.121  -1.633
H  1.719  -0.547  0.055
H  1.685  -0.627  -1.721
H  -0.793  -0.643  -1.719
H  -1.805  -1.207  0.329
H  -2.494  1.052  0.053
H  -1.370  1.379  1.421
H  0.430  3.125  -0.010
H  1.537  2.107  -1.098
O  0.683  -1.037  2.572
H  0.060  -0.764  1.859
H  0.148  -1.608  3.162

## Properties
lowest unoccupied orbital energy = 0.597 eV
total charge = 0
HOMO-LUMO gap = 10.8 eV
electronic energy = -494.53899 Ha
structure (SMILES) = N#CC[C@H]1NC[C@@]12CO2.O

---

Entry 6:
Formula: C6H10N2O2
Source: the Open Molecules 2025 dataset
Level of theory: ωB97M-V with the def2-TZVPD basis set

Positions of all 20 atoms, in Å:
C  -0.087  0.814  0.052
C  -0.696  2.020  0.731
C  -1.423  -1.574  0.333
N  0.946  0.130  0.805
N  0.610  1.090  -1.210
C  1.706  -0.546  -0.146
C  -1.132  -0.404  -0.579
C  1.214  -0.203  -1.381
O  2.537  -1.564  0.172
O  -1.858  -0.118  -1.507
H  2.952  -1.410  1.028
H  0.664  -0.367  1.638
H  -0.055  1.290  -1.950
H  1.631  -0.477  -2.333
H  -1.463  2.445  0.089
H  -1.149  1.734  1.678
H  0.075  2.771  0.909
H  -0.727  -2.385  0.110
H  -1.302  -1.333  1.389
H  -2.445  -1.911  0.173

## Properties
lowest unoccupied orbital energy = 0.532 eV
total charge = 0
HOMO-LUMO gap = 7.8 eV
electronic energy = -494.55222 Ha
structure (SMILES) = CC(=O)[C@]1(C)NC=C(O)N1

---

Entry 7:
Formula: C6H10N2O2
Source: the Open Molecules 2025 dataset
Level of theory: ωB97M-V with the def2-TZVPD basis set

Positions of all 20 atoms, in Å:
C  -0.016  -1.623  0.469
C  1.429  -1.486  0.658
C  -0.717  -0.563  0.107
C  0.393  1.087  -0.650
C  1.628  0.299  -0.991
C  0.802  1.857  0.622
N  2.163  -0.559  0.109
N  -2.159  -0.589  -0.307
O  3.284  -0.323  0.637
O  1.593  -0.589  -2.098
H  -0.600  -2.483  0.640
H  1.790  -2.112  1.402
H  2.524  0.928  -1.074
H  1.172  2.825  0.163
H  1.446  1.471  1.399
H  -0.018  2.281  1.076
H  -2.266  0.065  -1.029
H  -2.853  -0.457  0.414
H  -2.573  -1.481  -0.517
H  0.645  -0.878  -2.014

## Properties
lowest unoccupied orbital energy = -0.513 eV
total charge = 0
HOMO-LUMO gap = 6.8 eV
electronic energy = -494.29552 Ha

---

Entry 8:
Formula: C6H10N2O2
Source: the Open Molecules 2025 dataset
Level of theory: ωB97M-V with the def2-TZVPD basis set

Positions of all 20 atoms, in Å:
N  0.095  1.034  1.011
C  -0.903  1.293  1.533
C  -2.142  1.626  2.282
O  -2.669  2.869  1.865
C  -3.674  2.630  0.871
C  -4.396  1.371  1.337
C  -4.440  0.192  0.348
N  -3.150  -0.285  0.886
C  -3.273  0.588  2.056
H  -1.870  1.715  3.343
H  -4.309  3.522  0.831
H  -3.195  2.484  -0.111
H  -5.305  1.588  1.907
H  -5.283  -0.485  0.554
H  -4.430  0.440  -0.724
H  -3.089  -1.277  1.085
H  -3.548  0.087  2.992
O  2.589  0.262  -1.242
H  1.820  0.766  -0.934
H  2.726  -0.426  -0.578

## Properties
lowest unoccupied orbital energy = 0.587 eV
total charge = 0
HOMO-LUMO gap = 10.3 eV
electronic energy = -494.55991 Ha
structure (SMILES) = N#C[C@H]1OC[C@H]2CN[C@H]21.O

---

Entry 9:
Formula: C6H10N2O2
Source: the Open Molecules 2025 dataset
Level of theory: ωB97M-V with the def2-TZVPD basis set

Positions of all 20 atoms, in Å:
C  1.800  0.806  -0.849
N  1.140  -0.433  -0.478
C  1.340  -0.998  0.834
C  0.003  -0.447  0.437
C  -0.524  0.796  1.121
C  -1.369  1.676  0.233
O  -2.070  2.563  0.658
C  -1.018  -1.434  0.009
N  -2.087  -1.938  0.371
H  1.984  1.480  0.003
H  2.770  0.557  -1.299
H  1.194  1.330  -1.599
H  1.501  -2.077  0.884
H  1.899  -0.407  1.565
H  -1.110  0.521  2.008
H  0.312  1.416  1.480
H  -1.313  1.482  -0.863
O  -1.280  -1.706  -1.684
H  -0.701  -0.968  -1.983
H  -2.471  -2.221  -0.845

## Properties
lowest unoccupied orbital energy = 0.610 eV
total charge = 0
HOMO-LUMO gap = 10.2 eV
electronic energy = -494.43865 Ha

---

Entry 10:
Formula: C6H10N2O3
Source: the Open Molecules 2025 dataset
Level of theory: ωB97M-V with the def2-TZVPD basis set

Positions of all 21 atoms, in Å:
C  0.452  0.895  -1.356
C  1.202  -1.141  0.548
C  1.744  -1.575  -0.867
C  -0.313  0.770  -0.148
C  -1.533  -0.210  -0.220
C  -0.692  2.139  0.283
N  0.819  0.210  0.675
N  0.917  -1.257  -1.903
O  1.530  1.070  1.321
O  1.300  1.485  -1.889
O  0.231  -2.105  -2.481
H  0.291  -1.711  0.729
H  1.854  -1.304  1.346
H  2.795  -0.931  -0.996
H  1.955  -2.727  -0.799
H  -2.330  0.141  -0.945
H  -2.232  -0.179  0.675
H  -1.044  -1.125  -0.563
H  -0.431  2.154  1.362
H  -1.757  2.374  0.147
H  -0.047  2.930  -0.270

## Properties
lowest unoccupied orbital energy (alpha / beta) = -0.903 / 0.000 eV
total charge = 0
HOMO-LUMO gap (alpha / beta) = 6.1 / 7.9 eV
electronic energy = -569.56314 Ha